# 1
ORCA calculation (ωB97M-V/def2-TZVPD) on a single C3H5NO2 molecule.

Computed properties:
- SMILES: C=C1NOCO1
- Energy relative to the best compared isomer or geometry (same formula, charge and spin): 365.23 kJ/mol
- E: -8773.909 eV
- 2S+1: 1
- Total charge: 0
- Kohn-Sham gap: 0.38548 Eh

XYZ file:
```
11
Properties=species:S:1:pos:R:3:nbo_charge:R:1
C -0.248 0.856 1.509 -0.44
C -0.536 0.239 0.377 0.36
N -0.752 -1.163 0.182 -0.34
O -0.221 0.789 -0.850 -0.51
C 0.762 -0.157 -1.187 0.19
O 0.172 -1.421 -0.919 -0.40
H -0.310 0.349 2.461 0.22
H 0.122 1.873 1.450 0.22
H 1.614 0.004 -0.510 0.14
H -1.653 -1.294 -0.281 0.36
H 1.052 -0.076 -2.232 0.19
```

---

# 2
ORCA calculation (ωB97M-V/def2-TZVPD) on a molecular structure, C15H24Cl7O13Pd in a non-equilibrium geometry.

Computed properties:
- ⟨S²⟩: 2.006
- Energy relative to the best compared isomer or geometry (same formula, charge and spin): 96.71 kJ/mol
- E: -133676.880 eV
- 2S+1: 3
- Total charge: +1
- Kohn-Sham gap (alpha / beta): 0.26074 / 0.08158 Eh

XYZ file:
```
60
Properties=species:S:1:pos:R:3:lowdin_spin:R:1
Pd -0.932 4.806 1.730 0.94
Cl -0.053 1.796 0.508 0.00
O -0.110 2.879 -0.454 0.01
O 1.288 1.434 0.853 0.00
O -0.638 2.414 1.687 0.04
O -0.907 0.724 0.077 0.01
C -0.453 1.697 -5.312 0.00
C -0.972 1.933 -3.913 0.00
O -1.367 3.278 -3.965 0.00
C -1.690 3.541 -5.227 0.00
O -2.427 4.466 -5.597 0.00
O -1.063 2.663 -6.043 0.00
H -0.659 0.664 -5.594 0.00
H 0.581 2.016 -5.441 0.00
H -0.147 1.995 -3.203 0.00
H -1.834 1.296 -3.713 0.00
C -3.830 0.844 2.179 0.00
C -5.250 0.329 1.922 0.00
O -5.544 -0.543 3.021 0.00
C -4.388 -0.844 3.665 0.00
O -4.193 -1.622 4.590 0.00
O -3.374 -0.024 3.215 0.00
H -3.931 1.884 2.491 0.00
H -3.201 0.788 1.290 0.00
H -5.222 -0.184 0.961 0.00
H -5.891 1.195 1.755 0.00
C 3.191 -2.052 0.441 0.00
C 2.512 -3.132 -0.291 0.00
O 3.604 -3.816 -0.952 0.00
C 4.736 -3.142 -0.891 0.00
O 5.885 -3.496 -1.263 0.00
O 4.500 -2.028 -0.170 0.00
H 3.348 -2.035 1.519 0.00
H 2.638 -1.151 0.174 0.00
H 1.832 -2.597 -0.955 0.00
H 1.949 -3.751 0.408 0.00
Cl 5.650 0.796 -2.113 0.00
C 4.239 1.710 -1.616 0.00
C 3.021 1.441 -2.422 0.00
Cl 3.186 1.985 -4.095 0.00
H 4.491 2.770 -1.593 0.00
H 4.044 1.317 -0.618 0.00
H 2.150 1.950 -2.009 0.00
H 2.933 0.355 -2.412 0.00
Cl 1.155 -0.132 6.304 0.01
C 0.855 0.081 4.512 0.00
C 1.381 -1.121 3.677 0.04
Cl 0.621 -2.715 4.121 0.39
H 1.464 0.923 4.183 0.00
H -0.176 0.407 4.379 0.00
H 2.458 -1.235 3.793 0.01
H 1.230 -0.927 2.615 0.01
Cl -4.156 -2.828 -0.036 0.02
C -2.471 -2.354 -0.236 0.03
C -1.615 -2.412 1.049 0.03
Cl -1.599 -3.982 1.851 0.45
H -2.409 -1.317 -0.569 0.00
H -1.993 -3.037 -0.938 0.00
H -1.889 -1.681 1.810 0.00
H -0.560 -2.213 0.862 0.00
```

---

# 3
ORCA calculation (ωB97M-V/def2-TZVPD) on a single C3H6ClNS molecule in a non-equilibrium geometry.

Computed properties:
- SMILES: NC(=S)CCCl
- Energy relative to the best compared isomer or geometry (same formula, charge and spin): 26.56 kJ/mol
- E: -28056.090 eV
- 2S+1: 1
- Total charge: 0
- Kohn-Sham gap: 0.32880 Eh

XYZ file:
```
12
Properties=species:S:1:pos:R:3:nbo_charge:R:1
C -1.143 0.356 -0.112 0.15
C -0.224 -0.871 -0.367 -0.48
C 1.144 -0.741 0.339 -0.39
H -1.149 2.328 0.327 0.41
H 0.399 1.602 0.042 0.40
H -0.671 -1.730 -0.007 0.25
H -0.061 -0.883 -1.469 0.24
H 1.696 -1.671 0.166 0.23
H 1.173 -0.585 1.450 0.23
N -0.603 1.539 -0.004 -0.77
S -2.799 0.121 -0.117 -0.21
Cl 2.237 0.534 -0.249 -0.06
```

---

# 4
ORCA calculation (ωB97M-V/def2-TZVPD) on a molecular structure, C27H20BrCl2HfN6O5S.

Computed properties:
- Energy relative to the best compared isomer or geometry (same formula, charge and spin): 0.00 kJ/mol
- E: -154731.845 eV
- 2S+1: 1
- Total charge: +1
- Kohn-Sham gap: 0.25255 Eh

XYZ file:
```
63
Properties=species:S:1:pos:R:3:nbo_charge:R:1
Hf -0.282 0.877 1.002 2.31
O -2.991 0.146 -2.094 -0.53
C -2.497 0.514 -1.067 0.77
O -1.392 0.034 -0.510 -0.85
C -3.094 1.615 -0.211 0.13
C -4.394 2.075 -0.257 -0.18
C -4.804 2.956 0.739 -0.12
C -3.932 3.314 1.765 -0.18
C -2.647 2.818 1.716 0.11
N -2.247 2.021 0.728 -0.56
C -1.629 2.887 2.826 0.79
O -1.902 3.317 3.923 -0.60
O -0.478 2.336 2.512 -0.89
H -5.060 1.723 -1.032 0.26
H -5.821 3.326 0.744 0.24
H -4.239 3.930 2.598 0.26
Cl 2.459 1.995 1.894 0.08
C 1.968 3.699 1.848 -0.37
Cl 0.936 3.965 0.421 0.03
H 2.851 4.318 1.756 0.25
H 1.388 3.918 2.735 0.25
Br -2.557 -1.020 -5.812 0.09
C -0.870 -1.670 -5.270 -0.08
C -0.750 -2.350 -4.068 -0.22
C 0.491 -2.822 -3.670 -0.24
C 1.607 -2.607 -4.477 0.10
C 1.457 -1.978 -5.707 -0.22
C 0.225 -1.485 -6.100 -0.23
N 2.945 -3.059 -4.202 -0.10
N 3.484 -2.958 -3.090 -0.11
C 2.845 -2.333 -1.974 0.05
C 2.754 -3.051 -0.813 -0.18
C 2.126 -2.528 0.331 -0.25
C 1.610 -1.260 0.320 0.37
O 0.962 -0.700 1.359 -0.89
C 1.752 -0.477 -0.856 0.08
N 1.214 0.783 -0.815 -0.56
C 1.336 1.550 -1.880 0.10
C 2.020 1.150 -3.033 -0.25
C 2.548 -0.108 -3.094 -0.10
C 2.397 -0.984 -1.998 -0.02
H -1.621 -2.501 -3.444 0.24
H 0.579 -3.365 -2.740 0.23
H 2.325 -1.880 -6.349 0.24
H 0.109 -0.980 -7.049 0.24
H 3.152 -4.058 -0.799 0.24
H 2.045 -3.124 1.231 0.23
H 0.884 2.531 -1.836 0.21
H 2.111 1.840 -3.860 0.24
H 3.078 -0.436 -3.977 0.24
C 0.099 -2.595 3.990 -0.41
N -0.086 -1.281 4.595 -0.32
C 0.509 -0.840 5.763 -0.07
C 0.047 0.406 5.999 -0.05
N -0.832 0.698 4.980 -0.50
C -0.900 -0.326 4.117 0.28
S -1.893 -0.455 2.713 -0.24
H 1.027 -3.017 4.368 0.22
H 0.157 -2.478 2.913 0.25
H -0.733 -3.248 4.245 0.23
H 1.199 -1.451 6.316 0.25
H 0.257 1.097 6.795 0.25
H -1.305 1.587 4.844 0.47
```

---

# 5
ORCA calculation (ωB97M-V/def2-TZVPD) on 2 unconnected molecules or ions with the total composition C29H26NO in a non-equilibrium geometry.

Computed properties:
- Energy relative to the best compared isomer or geometry (same formula, charge and spin): 106.43 kJ/mol
- E: -34023.914 eV
- 2S+1: 1
- Total charge: +1
- Kohn-Sham gap: 0.22663 Eh

XYZ file:
```
57
Properties=species:S:1:pos:R:3:nbo_charge:R:1
C 2.306 3.088 3.414 -0.64
C 3.399 3.524 2.503 0.00
C 4.541 4.082 3.068 -0.21
C 5.581 4.509 2.245 -0.16
C 5.492 4.365 0.859 -0.21
C 4.356 3.804 0.283 0.00
C 4.320 3.692 -1.203 -0.64
C 3.310 3.354 1.112 0.11
N 2.196 2.673 0.596 -0.48
C 1.246 1.973 0.419 0.23
H 1.441 2.666 2.907 0.22
H 2.712 2.352 4.121 0.23
H 1.991 3.949 4.017 0.23
H 4.587 4.167 4.160 0.22
H 6.465 4.959 2.687 0.23
H 6.309 4.686 0.203 0.22
H 3.397 3.262 -1.585 0.22
H 4.464 4.688 -1.642 0.24
H 5.174 3.089 -1.540 0.23
C -5.932 3.364 0.150 -0.66
C -4.673 2.590 -0.087 0.12
C -3.488 3.254 -0.453 -0.24
C -2.295 2.567 -0.537 -0.09
C -2.219 1.157 -0.296 -0.12
C -0.937 0.557 -0.327 0.12
C -0.639 -0.829 -0.174 -0.20
C -1.453 -1.798 0.493 -0.11
C -1.160 -3.157 0.430 -0.22
C 0.016 -3.584 -0.203 0.39
O 0.431 -4.920 -0.164 -0.50
C -0.209 -5.891 -0.946 0.28
C 0.562 -6.541 -1.918 -0.25
C -0.071 -7.389 -2.826 -0.19
C -1.440 -7.647 -2.713 -0.21
C -2.176 -7.057 -1.682 -0.19
C -1.566 -6.174 -0.785 -0.27
C 0.868 -2.655 -0.824 -0.25
C 0.554 -1.316 -0.783 -0.09
C -3.472 0.476 -0.122 -0.11
C -4.653 1.190 0.036 -0.24
H -6.691 2.744 0.637 0.23
H -5.739 4.231 0.792 0.24
H -6.360 3.747 -0.785 0.25
H -3.519 4.328 -0.658 0.24
H -1.374 3.086 -0.818 0.23
H -0.152 1.190 -0.792 0.26
H -2.351 -1.487 1.026 0.23
H -1.845 -3.887 0.865 0.23
H 1.630 -6.336 -1.981 0.23
H 0.512 -7.850 -3.624 0.23
H -1.935 -8.312 -3.428 0.23
H -3.239 -7.269 -1.567 0.22
H -2.129 -5.695 0.015 0.21
H 1.753 -3.011 -1.353 0.25
H 1.190 -0.594 -1.300 0.23
H -3.506 -0.616 -0.172 0.22
H -5.582 0.651 0.250 0.24
```

---

# 6
ORCA calculation (ωB97M-V/def2-TZVPD) on a molecular structure, C16H16N2O4 in a non-equilibrium geometry.

Computed properties:
- Energy relative to the best compared isomer or geometry (same formula, charge and spin): 1548.19 kJ/mol
- E: -28007.226 eV
- 2S+1: 1
- Total charge: 0
- Kohn-Sham gap: 0.27703 Eh

XYZ file:
```
38
Properties=species:S:1:pos:R:3:nbo_charge:R:1
C 1.759 1.437 1.282 -0.65
C 0.788 0.304 1.353 0.54
O 0.924 -0.643 0.516 -0.66
C -0.308 0.351 2.190 -0.23
C -0.165 1.131 3.483 -0.13
C -1.198 0.948 4.264 -0.30
C -2.315 0.308 3.883 -0.15
C -2.642 -0.106 2.523 -0.23
C -1.507 -0.209 1.661 0.24
N -1.566 -0.890 0.564 -0.66
C -2.747 -1.400 -0.356 0.66
O -3.828 -1.197 0.042 -0.51
C -2.252 -1.631 -1.484 -0.52
H -3.310 -2.214 -2.075 0.23
C -1.702 -0.593 -2.490 -0.12
N -0.133 -0.782 -2.349 -0.63
C 0.563 0.442 -1.875 0.59
O 0.048 1.410 -1.601 -0.56
C 1.759 0.268 -2.190 0.14
C 2.959 1.043 -2.043 -0.18
C 4.139 0.562 -2.356 -0.27
C 3.834 -0.979 -2.702 0.18
O 2.383 -1.042 -2.599 -0.44
H 4.405 -1.843 -2.895 0.21
H 4.943 1.022 -2.456 0.20
H 2.742 2.198 -1.719 0.24
H 0.381 -1.418 -2.531 0.35
H -2.096 -0.927 -3.590 0.22
H -1.928 0.188 -2.165 0.17
H -1.620 -2.711 -1.439 0.28
H -0.754 -1.010 -0.024 0.43
H -3.537 -0.520 2.222 0.23
H -3.416 0.406 4.465 0.22
H -1.136 1.492 5.265 0.21
H 0.788 1.355 3.759 0.21
H 1.668 1.914 2.082 0.18
H 1.242 2.337 0.451 0.25
H 2.834 1.000 0.937 0.24
```

---

Question: Among the records above, which one has the highest 2S+1?
Answer: C15H24Cl7O13Pd

---

Question: Which value of total charge does entry 2 give?
Answer: +1